(1)
2 unconnected molecules or ions with the total composition C19H23F4Si, computed with the ωB97M-V functional and the def2-TZVPD basis.

```
! wB97M-V def2-TZVPD RIJCOSX def2/J DEFGRID3
* xyz 1 1
C -1.094 -4.784 8.427
C 0.114 -4.619 9.371
Si -0.002 -3.221 10.569
C -1.626 -3.030 11.419
C -1.744 -1.881 12.446
C 1.487 -2.897 11.588
C 2.860 -2.955 10.882
H -0.136 -1.193 8.347
H -0.982 -5.712 7.858
H -2.037 -4.869 8.980
H -1.160 -3.936 7.730
H 0.185 -5.485 10.052
H 1.064 -4.515 8.819
H -2.424 -3.005 10.639
H -1.691 -4.002 11.962
H -2.648 -2.047 13.047
H -0.893 -1.885 13.145
H -1.803 -0.917 11.920
H 1.318 -1.945 12.138
H 1.406 -3.749 12.305
H 3.646 -2.961 11.651
H 2.970 -3.874 10.280
H 3.000 -2.078 10.237
F 3.427 -0.143 4.294
C 3.101 -0.011 5.632
C 4.133 0.255 6.528
C 3.743 0.321 7.870
F 4.713 0.410 8.852
C 2.411 0.215 8.282
C 1.408 -0.123 7.360
C 0.009 -0.250 7.910
C -1.249 -0.062 7.103
C -2.401 0.278 7.844
C -3.618 0.504 7.192
F -4.730 0.688 7.994
C -3.770 0.482 5.814
C -2.582 0.225 5.115
F -2.677 0.109 3.743
C -1.331 0.004 5.716
C 1.759 -0.212 6.002
H 5.194 0.313 6.232
H 2.125 0.350 9.323
H -0.025 0.443 8.749
H -2.333 0.361 8.923
H -4.764 0.560 5.334
H -0.479 -0.151 5.060
H 1.061 -0.478 5.220
*
```

Calculated values
ΔE to the lowest compared entry with this formula, charge and spin = 2.8 kcal/mol
total energy = -38815.8034 eV
orbital gap = 6.33 eV
F_max = 2.2 eV Å⁻¹
M = 355.471 g/mol
highest occupied orbital energy = -11.90 eV

Here are the natural (NBO) charges for atoms 1 to 8, given in e:
1. C -0.6086
2. C -0.9762
3. Si 2.0156
4. C -0.9855
5. C -0.6052
6. C -0.9875
7. C -0.6080
8. H 0.1832

---

(2)
A molecular structure, C19H23F5NPSSn, computed with the ωB97M-V functional and the def2-TZVPD basis.

```
! wB97M-V def2-TZVPD RIJCOSX def2/J DEFGRID3
* xyz 0 1
C 1.385 -3.439 2.505
C 2.318 -2.434 2.285
C 2.039 -1.373 1.402
C 0.805 -1.323 0.757
C -0.150 -2.307 1.014
C 0.141 -3.368 1.883
C 3.096 -0.315 1.237
C 3.286 0.377 -0.115
N 2.445 -0.132 -1.243
Sn 0.353 0.391 -0.616
C -1.540 -2.214 0.432
P -1.584 -1.323 -1.180
H 3.289 -2.450 2.791
H -0.624 -4.122 2.059
H 1.615 -4.269 3.172
H -2.210 -1.633 1.092
H -1.977 -3.203 0.233
H 2.912 0.495 1.957
H 4.072 -0.740 1.511
H 3.101 1.456 -0.040
C -3.333 -1.027 -1.502
C -1.064 -2.576 -2.384
H 4.318 0.229 -0.460
C 2.751 -1.582 -1.498
C 2.771 0.668 -2.475
H -2.530 2.194 -3.090
H 3.064 -1.724 -2.546
H 3.588 -1.890 -0.854
H 1.885 -2.227 -1.291
H 3.516 0.124 -3.077
H 1.868 0.827 -3.086
H 3.210 1.634 -2.194
H -1.867 -3.329 -2.418
H -0.952 -2.104 -3.374
H -0.114 -3.054 -2.101
H -3.799 -2.000 -1.730
H -3.799 -0.575 -0.612
H -3.429 -0.340 -2.358
H -1.925 2.183 -2.596
F -3.940 6.070 1.558
C -3.146 4.984 1.530
C -3.201 4.050 2.570
F -4.083 4.224 3.578
C -2.324 2.972 2.573
F -2.368 2.079 3.590
C -1.369 2.785 1.543
S -0.192 1.537 1.681
C -1.374 3.720 0.489
F -0.496 3.577 -0.542
C -2.241 4.804 0.475
F -2.198 5.695 -0.535
*
```

Calculated values
total energy = -61106.1802 eV
orbital gap = 6.77 eV
F_max = 2.7 eV Å⁻¹
M = 542.142 g/mol
highest occupied orbital energy = -6.41 eV

Here are the natural (NBO) charges for atoms 1 to 8, given in e:
1. C -0.2138
2. C -0.2328
3. C 0.0536
4. C -0.4572
5. C -0.0818
6. C -0.2069
7. C -0.4783
8. C -0.2252

---

(3)
A molecular structure, C19H23F6O2Tl, computed with the ωB97M-V functional and the def2-TZVPD basis.

```
! wB97M-V def2-TZVPD RIJCOSX def2/J DEFGRID3
* xyz -2 1
Tl 0.986 -0.074 0.620
C 0.531 3.179 2.124
C 1.858 2.694 1.925
C 2.131 2.737 0.520
H 2.537 2.349 2.709
C 0.967 3.235 -0.143
C -0.013 3.520 0.850
H -1.003 3.927 0.667
H 0.033 3.290 3.085
H 3.055 2.434 0.032
H 0.856 3.377 -1.216
C -2.259 -0.232 1.244
C -2.572 1.132 0.975
C -2.695 1.282 -0.435
H -2.704 1.910 1.721
C -2.425 0.016 -1.043
C -2.150 -0.916 -0.003
H -1.903 -1.969 -0.124
H -2.114 -0.677 2.222
H -2.956 2.199 -0.960
H -2.443 -0.202 -2.109
O 0.996 0.112 -1.684
C -0.101 0.106 -4.381
C 1.040 -0.711 -3.973
C 0.003 1.568 -4.337
C -1.326 -0.557 -4.856
C 1.109 -1.044 -2.437
H 1.973 -0.181 -4.227
H 1.032 -1.668 -4.516
H 0.293 -1.753 -2.181
H 2.081 -1.537 -2.224
H 0.663 1.961 -5.132
H 0.416 1.910 -3.374
H -0.982 2.037 -4.471
H -1.226 -0.931 -5.891
H -2.181 0.135 -4.840
H -1.587 -1.426 -4.228
C 2.114 -2.069 3.146
C 0.586 -2.091 3.165
O 0.043 -1.800 1.969
C 0.118 -3.589 3.506
F 0.610 -4.027 4.708
F -1.227 -3.737 3.534
F 0.603 -4.424 2.545
C 0.051 -1.085 4.284
F 0.725 -1.226 5.460
F 0.261 0.207 3.864
F -1.274 -1.201 4.551
H 2.452 -2.720 2.331
H 2.537 -2.416 4.091
H 2.478 -1.056 2.936
*
```

Calculated values
total energy = -45165.3277 eV
orbital gap (alpha / beta) = 5.56 / 3.80 eV
F_max = 1.5 eV Å⁻¹
M = 601.762 g/mol
highest occupied orbital energy (alpha / beta) = -0.83 / 0.02 eV

Here are the Löwdin charges for atoms 1 to 8, given in e:
1. Tl 1.1135
2. C -0.2044
3. C -0.2577
4. C -0.2616
5. H 0.0636
6. C -0.1956
7. C -0.1807
8. H 0.0684